[1]
{"formula": "C7H16N2O2P2", "method": "ωB97M-V/def2-TZVPD", "relative_energy_kj_mol": 41.2, "fmax_ev_per_a": 7.773, "lumo_ev": -1.2, "homo_ev": -8.23, "orbital_gap_ha": 0.2586, "symbols": ["C", "C", "O", "P", "N", "C", "N", "C", "P", "C", "O", "C", "C", "H", "H", "H", "H", "H", "H", "H", "H", "H", "H", "H", "H", "H", "H", "H", "H"], "positions_angstrom": [[-1.71195, 3.39159, -2.15428], [-0.81983, 3.43855, -0.90055], [-0.97064, 2.24179, -0.00390], [-0.04265, 0.98530, -0.39753], [1.32955, 1.64362, -1.38538], [0.29846, 0.25986, 1.18858], [0.68915, -0.93254, 1.30760], [0.85638, -1.52997, 2.46002], [1.29320, -3.23081, 2.52687], [1.49201, -3.45680, 4.37742], [-1.06941, -0.08019, -1.08546], [-0.65890, -0.79598, -2.23570], [0.09018, -2.03200, -1.74755], [-1.22318, 3.12892, -3.11008], [-2.59766, 2.69961, -2.07390], [-2.13601, 4.39648, -2.19888], [-0.91030, 4.32131, -0.20060], [0.22135, 3.58896, -1.28080], [2.03946, 1.01299, -1.39286], [0.50229, 1.06358, 1.98696], [0.53523, -1.13451, 3.43347], [1.25146, -2.68564, 4.98391], [0.75590, -4.25550, 4.81497], [2.47851, -3.74552, 4.68760], [-1.52214, -1.02262, -2.76542], [0.09422, -0.12543, -2.88825], [-0.70085, -2.41505, -1.26658], [0.49946, -2.65048, -2.54506], [0.98630, -1.64294, -1.11691]], "atomic_forces_ev_per_a": [[-1.279, -0.221, 0.604], [0.993, 0.574, 0.170], [1.187, 0.158, -1.337], [2.910, 2.235, -3.867], [-7.106, 0.346, 3.132], [1.415, 2.303, 1.301], [-1.278, 0.243, -2.376], [0.943, -4.136, 3.211], [-0.032, 2.073, 0.454], [-1.518, -3.528, -0.850], [0.555, 1.426, 0.791], [4.453, 1.689, -1.372], [3.347, 2.980, -1.392], [0.187, 0.221, 0.741], [0.906, 0.608, 0.291], [-0.059, -0.018, -0.550], [-0.834, -1.085, -0.815], [-0.632, -0.897, 0.687], [2.682, -2.730, 0.063], [-0.821, -1.186, -0.588], [0.252, 0.706, -0.313], [-0.764, 3.203, 1.454], [1.376, 0.881, -1.216], [0.609, -0.425, -0.285], [-1.529, -0.391, -1.090], [-1.953, -1.187, 1.272], [-1.900, -2.696, 2.654], [-0.319, -0.057, -0.045], [-1.792, -1.091, -0.729]]}

***

[2]
{"formula": "C3H6I2NO", "method": "ωB97M-V/def2-TZVPD", "charge": 1, "relative_energy_kj_mol": 194.7, "fmax_ev_per_a": 3.095, "lumo_ev": [-4.8, -4.8], "homo_ev": [-12.10, -12.08], "orbital_gap_ha": [0.2681, 0.2673], "symbols": ["C", "C", "C", "N", "O", "I", "I", "H", "H", "H", "H", "H", "H"], "positions_angstrom": [[-2.75518, 1.50375, -2.17569], [0.59358, -0.13136, 0.25186], [-1.80839, -0.03065, -0.46876], [-0.55426, 0.74120, -0.23179], [-1.96208, 1.76426, -2.95635], [-4.63875, 1.89280, -1.55518], [-3.04583, -0.20400, 1.20804], [1.45681, 0.56401, 0.51299], [0.12248, -0.78258, 1.07770], [0.84964, -0.81514, -0.58848], [-1.70099, -0.84544, -1.21502], [-0.34555, 1.30164, -1.04074], [-0.56128, 1.45752, 0.43097]], "atomic_forces_ev_per_a": [[0.618, -1.782, 2.455], [0.051, -0.615, -0.150], [-1.329, 2.047, -1.642], [0.608, -2.208, -0.579], [0.508, 0.367, -0.765], [-0.658, 0.297, -0.194], [0.584, -0.167, -0.636], [-1.085, -1.275, -0.010], [1.188, 1.332, -0.971], [0.045, 0.585, 0.662], [0.248, 0.418, 1.086], [0.518, -0.294, -1.226], [-1.295, 1.294, 1.971]]}

***

[3]
{"formula": "C40H38Cl4FN8O10ReS", "method": "ωB97M-V/def2-TZVPD", "charge": 1, "relative_energy_kj_mol": 0.0, "fmax_ev_per_a": 2.870, "lumo_ev": [-3.7, -3.6], "homo_ev": [-9.32, -9.32], "orbital_gap_ha": [0.2058, 0.2097], "multiplicity": 2, "symbols": ["Re", "Cl", "C", "C", "C", "Cl", "C", "O", "C", "Cl", "C", "H", "H", "F", "C", "C", "C", "C", "O", "C", "C", "N", "C", "C", "C", "C", "C", "C", "N", "C", "C", "N", "C", "C", "C", "O", "O", "H", "H", "H", "H", "H", "H", "H", "H", "H", "H", "H", "H", "H", "H", "H", "H", "H", "H", "C", "C", "C", "C", "C", "C", "C", "S", "O", "O", "O", "H", "H", "H", "H", "H", "H", "H", "C", "C", "C", "C", "Cl", "C", "C", "C", "O", "C", "C", "O", "O", "H", "H", "H", "H", "H", "H", "H", "H", "N", "N", "N", "C", "N", "N", "H", "H", "H"], "positions_angstrom": [[-0.44319, 0.14263, -2.34228], [-1.98439, 7.63413, -2.32058], [-1.77449, 5.93563, -2.40238], [-0.48809, 5.40843, -2.40938], [-0.30839, 4.04223, -2.49678], [1.25201, 3.33373, -2.47508], [-1.41199, 3.14603, -2.59658], [-1.29249, 1.87893, -2.72008], [-2.70619, 3.74133, -2.54078], [-4.04399, 2.67033, -2.56298], [-2.88819, 5.10353, -2.44698], [0.36971, 6.05743, -2.34248], [-3.88439, 5.51083, -2.40018], [2.14311, 1.30553, 3.83492], [1.00931, 0.61833, 3.56312], [0.59541, 0.52163, 2.25932], [-0.61309, -0.11097, 1.95102], [-1.07589, -0.14597, 0.57252], [-0.40359, 0.47193, -0.29998], [-2.27669, -0.88857, 0.34572], [-2.94029, -1.43757, 1.40262], [-2.55239, -1.32817, 2.68972], [-3.37569, -1.87977, 3.72772], [-4.06679, -0.94987, 4.68722], [-4.86379, -1.71437, 3.67492], [-1.36959, -0.69217, 2.99012], [-0.89449, -0.62047, 4.30082], [0.28241, 0.04673, 4.61852], [0.69321, 0.07863, 5.96152], [2.07071, 0.33583, 6.31092], [2.37911, -0.39207, 7.61702], [1.45031, 0.09113, 8.67222], [0.03821, -0.14027, 8.27462], [-0.21559, 0.59393, 6.95902], [-2.95069, -1.06127, -1.02218], [-4.00779, -1.66567, -1.04258], [-2.38119, -0.54217, -2.03268], [1.19141, 0.93733, 1.46002], [-3.85089, -1.98287, 1.19992], [-2.99219, -2.81957, 4.11372], [-3.95499, 0.11233, 4.52222], [-4.12179, -1.23797, 5.72732], [-5.30349, -1.16067, 2.86002], [-5.46879, -2.54187, 4.01142], [-1.44349, -1.10347, 5.09122], [2.28111, 1.41103, 6.42262], [2.72961, -0.05437, 5.53692], [3.40771, -0.20517, 7.92122], [2.23391, -1.46487, 7.48672], [1.59101, 1.10403, 8.78862], [1.65241, -0.36757, 9.56592], [-0.63009, 0.21753, 9.05742], [-0.11179, -1.21157, 8.13412], [-0.07269, 1.67833, 7.10992], [-1.24609, 0.43843, 6.64062], [-6.63909, -1.42817, -3.51788], [-5.23849, -1.39387, -4.04338], [-4.45009, -2.53657, -3.94728], [-3.13829, -2.52847, -4.37968], [-2.61749, -1.37397, -4.92608], [-3.38119, -0.23207, -5.05058], [-4.69689, -0.24837, -4.61858], [-0.90029, -1.28117, -5.36778], [-0.74619, -0.68887, -6.66088], [-0.30589, -2.61157, -5.23778], [-0.34629, -0.34717, -4.31028], [-6.65899, -1.97567, -2.57788], [-7.29449, -1.94097, -4.22198], [-7.02839, -0.42657, -3.35828], [-4.86569, -3.43197, -3.50898], [-2.51139, -3.39927, -4.28728], [-2.93509, 0.65233, -5.47708], [-5.30439, 0.64013, -4.71748], [5.75211, 0.57823, -0.55868], [6.40581, 1.04023, -1.82998], [7.71221, 1.50633, -1.71998], [8.42361, 1.96823, -2.81088], [10.03421, 2.54933, -2.58968], [7.84281, 1.97363, -4.06928], [6.55121, 1.51683, -4.19748], [5.81201, 1.05363, -3.10048], [4.53231, 0.71403, -3.43298], [3.82051, -0.30967, -2.78438], [2.59201, 0.18153, -1.95158], [2.60751, 0.17403, -0.72698], [1.59611, 0.48053, -2.67698], [6.20261, 1.10103, 0.28232], [5.92261, -0.48977, -0.40768], [4.68301, 0.76323, -0.54018], [8.18001, 1.52033, -0.74768], [8.39251, 2.32573, -4.92738], [6.06921, 1.50523, -5.16228], [4.46261, -0.91907, -2.14738], [3.40051, -0.93367, -3.58418], [-0.03799, -4.68957, -3.62728], [0.29431, -3.69227, -2.80378], [1.36651, -3.66057, -2.04688], [1.29461, -2.46247, -1.50048], [0.20991, -1.80517, -1.93428], [-0.42529, -2.62577, -2.73628], [0.72271, -5.35247, -3.73818], [-0.33759, -4.24147, -4.51208], [2.01501, -2.06597, -0.81788]], "atomic_forces_ev_per_a": [[0.242, 0.690, -0.274], [-0.081, 0.438, 0.048], [0.149, -0.723, 0.004], [-0.132, 0.080, -0.033], [-0.906, -0.625, 0.011], [0.217, 0.350, -0.034], [0.096, 2.813, 0.563], [0.156, -2.858, -0.028], [0.968, -0.440, -0.063], [-0.371, -0.112, -0.003], [0.200, 0.156, 0.010], [0.076, 0.080, -0.026], [-0.097, 0.069, -0.037], [-0.150, -0.081, -0.018], [-0.017, 0.099, -0.332], [0.075, 0.004, 0.298], [-0.027, -0.005, 0.129], [-0.771, -0.503, 0.388], [0.209, -0.019, -0.696], [0.459, 0.358, -0.687], [0.185, 0.094, 0.246], [-0.286, 0.053, -0.619], [-0.198, -0.312, 0.433], [0.016, 0.004, 0.016], [-0.006, -0.010, 0.023], [0.476, 0.397, -0.171], [0.176, 0.131, 0.090], [-0.346, -0.207, -0.387], [0.115, 0.093, 0.015], [0.101, -0.224, 0.091], [0.607, -0.052, -0.803], [0.119, 0.071, 0.423], [-0.977, 0.132, -0.380], [0.008, -0.159, 0.088], [-0.305, -0.417, 0.990], [-0.001, 0.030, 0.060], [1.082, 0.831, -0.910], [0.097, 0.103, -0.127], [-0.068, 0.015, 0.022], [-0.062, 0.065, 0.037], [0.051, 0.036, -0.085], [-0.016, -0.072, 0.017], [0.073, 0.092, -0.090], [0.053, -0.091, 0.012], [-0.060, -0.077, 0.071], [0.046, -0.035, -0.028], [0.020, 0.044, 0.160], [-0.063, 0.045, 0.174], [-0.095, 0.068, 0.166], [0.029, -0.240, 0.153], [-0.006, 0.178, -0.092], [0.173, 0.027, 0.090], [0.152, 0.058, 0.094], [-0.057, -0.018, -0.004], [0.066, 0.018, 0.153], [-0.006, -0.029, -0.076], [0.149, -0.027, -0.081], [0.092, 0.098, -0.136], [-0.119, -0.185, -0.064], [0.570, -0.048, -0.155], [-0.091, 0.087, -0.101], [0.048, -0.132, 0.050], [-0.601, -1.169, -1.053], [-0.098, 0.253, 0.409], [-0.278, 0.844, -0.347], [0.600, 0.704, 1.290], [-0.080, 0.021, 0.088], [-0.096, -0.016, -0.011], [-0.063, 0.074, 0.037], [-0.017, -0.074, 0.082], [-0.035, -0.140, 0.032], [-0.039, 0.192, -0.062], [-0.029, 0.085, 0.026], [-0.100, 0.016, -0.031], [-0.231, -0.006, -0.164], [0.211, 0.109, -0.341], [-0.326, -0.138, 0.051], [0.292, 0.097, 0.005], [0.091, 0.013, 0.168], [-0.277, -0.159, 0.218], [0.709, 0.190, -0.112], [-0.361, 0.335, 0.128], [-0.421, -0.298, 0.208], [1.250, -0.366, 0.239], [-0.112, -0.099, 0.292], [-1.901, 0.236, -0.936], [0.027, 0.014, 0.066], [-0.094, -0.045, 0.063], [0.014, -0.058, 0.070], [0.055, -0.006, 0.110], [0.054, 0.043, -0.068], [-0.071, 0.012, -0.101], [-0.001, 0.069, -0.017], [0.092, 0.014, 0.151], [-0.680, -1.031, -0.922], [-0.006, 1.462, 0.764], [0.622, -0.157, 0.371], [0.279, -0.190, 0.085], [-0.072, -0.214, 0.225], [-0.774, -1.087, -0.237], [0.003, 0.317, 0.163], [0.251, -0.202, 0.302], [0.176, 0.149, 0.176]]}

***

[4]
{"formula": "C10H9Cl15F8O", "method": "ωB97M-V/def2-TZVPD", "relative_energy_kj_mol": 0.0, "fmax_ev_per_a": 1.632, "lumo_ev": 0.1, "homo_ev": -10.92, "orbital_gap_ha": 0.4055, "symbols": ["F", "C", "F", "C", "F", "F", "C", "O", "C", "F", "F", "C", "F", "F", "H", "H", "H", "H", "Cl", "C", "Cl", "Cl", "H", "Cl", "C", "Cl", "Cl", "H", "Cl", "C", "Cl", "Cl", "H", "Cl", "C", "Cl", "Cl", "H", "Cl", "C", "Cl", "Cl", "H"], "positions_angstrom": [[0.51280, 0.01146, -2.03456], [1.79455, -0.03135, -1.51028], [2.61863, 0.62742, -2.35540], [1.78799, 0.57597, -0.09902], [1.06948, -0.28684, 0.67978], [1.17026, 1.77370, -0.07241], [3.19133, 0.72542, 0.46953], [3.77541, -0.56180, 0.56513], [4.91865, -0.68043, 1.32465], [5.84575, 0.22861, 0.93790], [4.60306, -0.38073, 2.62193], [5.41455, -2.12212, 1.19855], [6.05241, -2.24127, 0.01545], [6.27734, -2.44842, 2.17634], [2.04950, -1.09572, -1.50731], [3.18483, 1.24534, 1.42631], [3.78617, 1.29314, -0.25057], [4.56163, -2.80309, 1.25573], [-3.33404, 0.04685, 3.75318], [-2.40675, -1.46343, 3.65040], [-3.23117, -2.64906, 2.67616], [-2.06067, -2.05791, 5.29669], [-1.46532, -1.15991, 3.21004], [-3.43452, -3.78795, -0.44054], [-2.67754, -4.34048, -1.93136], [-3.84093, -5.32526, -2.84632], [-1.26205, -5.32190, -1.52259], [-2.38128, -3.48772, -2.52723], [-2.36085, -0.47300, -2.14805], [-3.20207, -0.10056, -0.68429], [-4.28184, 1.28826, -0.92500], [-2.08702, 0.18734, 0.66984], [-3.87195, -0.91424, -0.43627], [-1.96836, 4.25961, -2.59690], [-1.09776, 2.84251, -3.20370], [0.61755, 3.27437, -3.46730], [-1.84692, 2.31170, -4.71169], [-1.08974, 2.06472, -2.45166], [-3.43223, 5.87761, 1.02813], [-3.13274, 4.12284, 1.04375], [-3.66816, 3.50975, 2.63636], [-1.39680, 3.81516, 0.83076], [-3.70117, 3.65141, 0.25587]], "atomic_forces_ev_per_a": [[0.828, 0.384, 0.400], [-1.037, -0.600, -0.797], [-0.158, 0.100, 0.388], [0.342, -0.544, 0.303], [0.030, 0.192, -0.117], [0.092, -0.028, -0.185], [0.611, 0.520, -0.436], [0.418, -0.898, 0.150], [-1.077, 1.219, 0.133], [-0.073, -0.386, 0.174], [0.424, -0.309, -0.324], [-0.114, -0.307, -0.032], [-0.128, -0.068, -0.043], [0.107, 0.311, 0.119], [0.292, 0.231, 0.282], [-0.262, -0.068, 0.052], [-0.167, 0.273, 0.121], [0.036, 0.021, -0.181], [-0.184, -0.131, 0.153], [0.087, 0.754, 0.699], [0.027, -0.170, 0.018], [-0.064, -0.046, -0.423], [0.045, -0.428, -0.158], [-0.034, 0.292, -0.029], [-0.240, -0.739, 0.157], [0.207, 0.266, -0.049], [0.045, 0.211, -0.193], [0.029, 0.001, 0.014], [0.216, -0.237, -0.521], [-0.517, 0.224, 0.734], [0.084, 0.139, -0.017], [-0.206, -0.018, -0.591], [0.273, -0.181, 0.128], [-0.023, -0.154, 0.053], [0.441, 0.669, -0.234], [-0.320, -0.146, 0.001], [0.141, -0.231, 0.262], [-0.278, -0.127, -0.087], [-0.014, -0.264, -0.310], [0.396, 0.586, 0.947], [0.049, -0.143, -0.529], [-0.389, -0.101, -0.015], [0.060, -0.069, -0.018]]}